This record from the Open Molecules 2025 dataset describes a cluster of 2 separate species, C17H24N3S2 in total at a distorted geometry. The level of theory is ωB97M-V/def2-TZVPD.

ORCA input file:
```
! wB97M-V def2-TZVPD RIJCOSX def2/J DEFGRID3
* xyz 1 1
S 2.058 3.699 -0.013
S 0.734 1.512 1.262
N 0.585 -2.993 0.251
N 0.611 -0.700 -0.340
N -1.354 -1.691 0.411
C -0.826 1.583 -1.799
C 2.042 -0.817 -0.529
C -0.661 3.979 -1.394
C -2.166 -2.868 0.601
C 1.918 3.934 1.799
C -0.021 -1.778 0.082
C -0.166 -4.230 0.326
C -1.932 1.796 -2.614
C -1.797 4.188 -2.172
C 0.850 2.461 -0.159
C 2.681 -1.753 0.477
C -1.933 -0.424 0.794
C -1.551 -3.986 -0.205
C -0.197 2.665 -1.156
C -2.397 3.103 -2.830
C 1.701 2.558 2.397
C 1.993 -3.096 0.579
H -2.183 -3.143 1.671
H 1.110 2.583 3.313
H 2.420 0.202 -0.388
H 2.634 -1.270 1.457
H 0.361 -4.998 -0.254
H -2.416 -0.489 1.778
H -2.429 0.951 -3.092
H 1.085 4.614 2.006
H 2.647 2.038 2.582
H -0.393 0.595 -1.630
H -0.203 -4.580 1.370
H -2.680 -0.095 0.065
H -2.201 5.200 -2.272
H -1.138 0.330 0.845
H -0.144 4.810 -0.908
H 2.842 4.399 2.155
H -3.186 -2.629 0.277
H 2.287 -1.131 -1.562
H -3.212 3.279 -3.532
H 2.461 -3.831 -0.081
H 2.101 -3.484 1.598
H 3.737 -1.897 0.225
H -1.507 -3.712 -1.266
H -2.166 -4.884 -0.128
*
```

- gap between HOMO and LUMO (eV) = 5.6
- LUMO energy (Ha) = -0.1874

Here are the natural (NBO) charges for atoms 1 to 6, given in e: S 0.43; S 0.57; N -0.45; N -0.67; N -0.44; C -0.09

This record from the Open Molecules 2025 dataset describes a structure of composition C17H24N6O3 at a distorted geometry. The level of theory is ωB97M-V/def2-TZVPD.

ORCA input file:
```
! wB97M-V def2-TZVPD RIJCOSX def2/J DEFGRID3
* xyz 0 1
O -1.552 -1.299 -6.273
O -2.219 -0.133 -4.161
O 2.232 2.888 7.023
N 0.752 0.370 -0.850
N -1.738 -3.148 -0.848
N -1.720 -3.183 -2.281
N -0.966 -2.398 -2.726
N 1.025 1.127 1.934
N -1.198 -2.140 -0.521
C 1.353 3.038 5.001
C -1.658 -1.132 -4.799
C 0.103 -0.393 -1.969
C -0.717 -2.383 -4.174
C 2.842 1.673 8.027
C 2.394 0.975 5.385
C -0.710 -1.485 -1.817
C 1.893 2.202 6.013
C 1.900 0.572 4.156
C 0.244 1.987 1.036
C 1.440 1.352 3.093
C -3.983 -0.784 -6.960
C 1.376 -0.405 0.131
C -0.411 1.043 0.006
C 0.981 2.760 3.772
C 2.051 0.573 1.028
C -2.443 -0.523 -7.079
H -4.072 -1.806 -7.145
H -4.376 -0.568 -6.089
H -0.824 2.286 1.778
H -1.198 -3.308 -4.730
H 2.545 1.252 0.536
H -2.193 0.526 -6.607
H 2.074 -0.935 -0.354
H -1.994 -0.716 -8.061
H 2.838 2.479 9.042
H 2.185 -0.457 3.755
H 2.873 0.257 6.006
H -4.298 -0.175 -7.629
H -1.093 1.376 -0.618
H -0.885 0.177 0.404
H 2.234 0.852 8.211
H 0.154 -2.127 -4.460
H 1.154 4.087 5.223
H 0.911 3.326 2.958
H 2.728 -0.248 1.900
H 0.893 -1.186 0.617
H 3.734 1.541 7.681
H 0.760 2.643 0.602
H -0.457 0.561 -2.565
H 1.116 -0.637 -2.507
*
```

- gap between HOMO and LUMO (eV) = 6.7
- LUMO energy (Ha) = 0.0096

Here are the natural (NBO) charges for atoms 1 to 6, given in e: O -0.54; O -0.57; O -0.47; N -0.40; N -0.03; N -0.16

This record from the Open Molecules 2025 dataset describes the molecule C17H24N6O3 at a distorted geometry. The level of theory is ωB97M-V/def2-TZVPD.

ORCA input file:
```
! wB97M-V def2-TZVPD RIJCOSX def2/J DEFGRID3
* xyz 0 1
O -3.015 0.696 -0.594
O -2.315 -0.407 1.151
O 0.088 -1.574 0.583
N -0.841 2.933 -4.425
N 0.358 0.702 0.937
N 1.898 -5.813 0.437
N -0.500 -2.157 3.109
N 1.628 -3.636 1.246
N 0.915 -3.991 -0.919
C -1.696 3.975 -0.965
C 1.527 -4.570 0.207
C 0.313 -0.638 1.392
C -1.229 3.881 -3.385
C -0.207 1.925 -3.777
C -2.031 0.321 0.261
C -1.605 5.213 -3.581
C -2.029 5.384 -1.180
C -0.152 0.911 -1.546
C -0.586 1.072 -0.046
C 0.391 -1.091 2.813
C -1.886 6.058 -2.436
C -1.233 3.253 -2.115
C 2.006 -1.475 2.970
C -0.727 1.894 -2.452
C 2.374 -3.990 2.430
C 2.072 -2.852 3.528
H -1.591 5.916 -4.427
H -2.159 3.386 -0.070
H -1.996 6.028 -0.308
H 2.469 -0.713 3.668
H -2.025 7.148 -2.465
H 2.856 -2.883 4.281
H -0.945 2.132 -0.156
H 1.035 -2.816 1.141
H -2.716 1.177 -1.354
H -0.754 -2.788 2.449
H -0.321 -0.030 -2.121
H 3.473 -4.088 2.342
H 2.077 -4.959 2.824
H 0.902 1.294 1.579
H 1.061 -3.185 3.819
H 0.348 -0.212 3.526
H -1.288 -1.773 3.521
H 0.651 -2.939 -0.856
H 1.914 -6.384 -0.490
H -0.228 3.326 -5.180
H 2.270 -1.392 1.885
H 0.356 1.239 -4.369
H 0.203 -4.635 -1.298
H 0.890 1.122 -1.586
*
```

- gap between HOMO and LUMO (eV) = 7.8
- SMILES string = [H]/N=C(\N)NCCC[C@H](N)C(=O)N[C@@H](Cc1c[nH]c2ccccc12)C(=O)O
- LUMO energy (Ha) = -0.0014

Here are the natural (NBO) charges for atoms 1 to 6, given in e: O -0.68; O -0.56; O -0.68; N -0.52; N -0.66; N -0.81

This record from the Open Molecules 2025 dataset describes a structure of composition C17H25BF2IIrN6 at a distorted geometry. The level of theory is ωB97M-V/def2-TZVPD.

ORCA input file:
```
! wB97M-V def2-TZVPD RIJCOSX def2/J DEFGRID3
* xyz 1 2
Ir 0.238 -0.112 -0.002
I 1.793 -0.681 -2.485
F 1.075 2.144 1.574
F 1.589 2.383 -0.523
N -1.712 0.386 2.088
N -0.423 0.040 1.826
N -1.517 -1.371 -0.266
N -1.141 1.367 -0.756
N -2.307 1.492 -0.061
N -2.687 -0.946 0.268
C 0.259 0.009 2.988
C -5.054 -1.688 0.523
C -0.022 2.645 -2.646
C 1.502 1.468 0.476
C 1.889 -1.168 -0.446
C -3.142 0.952 4.038
C 1.707 -0.335 3.084
C -4.295 2.997 0.080
C -0.674 -3.369 -1.494
C -1.738 -2.569 -0.823
C -1.846 0.578 3.403
C -0.618 0.343 4.005
C -2.225 3.176 -1.464
C -2.969 2.584 -0.467
C -1.085 2.391 -1.632
C -3.080 -2.908 -0.642
C -3.648 -1.858 0.052
B -2.739 0.432 0.945
H -5.096 -1.556 1.605
H 0.057 -3.733 -0.769
H -5.523 -0.816 0.065
H 2.516 1.106 0.674
H 2.093 -0.688 2.130
H -5.055 2.240 -0.115
H -0.477 2.695 -3.636
H -4.251 3.160 1.157
H 2.279 0.540 3.391
H 1.857 -1.113 3.832
H -3.003 1.046 5.112
H -3.513 1.900 3.649
H -3.571 -3.807 -0.977
H -1.115 -4.233 -1.986
H -0.394 0.390 5.058
H 0.738 1.880 -2.644
H 1.782 -2.243 -0.319
H -3.841 0.657 1.340
H -3.903 0.194 3.852
H -0.155 -2.778 -2.245
H -4.606 3.923 -0.397
H -5.635 -2.567 0.259
H 2.828 -0.805 -0.036
H -2.475 4.063 -2.022
H 0.458 3.603 -2.453
*
```

- gap between HOMO and LUMO (spin up / spin down) (eV) = 7.9 / 6.4
- LUMO energy (spin up / spin down) (Ha) = -0.1518 / -0.2068

Here are the natural (NBO) charges for atoms 1 to 6, given in e: Ir 1.09; I 0.35; F -0.36; F -0.36; N -0.31; N -0.27